# 1
ORCA calculation (ωB97M-V/def2-TZVPD) on C46H58Cl4GeInNO6SSe as an isolated structure at a distorted geometry.

Values from the calculation:
DFT total energy	-9201.56638	Eh
total charge	-1
Kohn-Sham gap (alpha / beta)	7.26 / 6.62	eV
maximum force	1.64	eV/A
spin multiplicity	2
LUMO level (alpha / beta)	0.0746 / 0.0401	Eh
ΔE to the lowest compared entry with this formula, charge and spin	0.0	kJ/mol
expectation value of S²	0.7529
E_HOMO (alpha / beta)	-5.230 / -5.529	eV

Last column: Mulliken spin population.
Cartesian coordinates (Å):
In1 -0.285962 0.627987 -1.503877  -0.0411
C1 1.633802 -4.705920 3.454051  0.0002
C2 2.808858 -3.766793 3.159841  0.0007
C3 4.000293 -4.634715 2.696443  0.0000
C4 3.154468 -3.040937 4.456197  0.0003
C5 2.446428 -2.756719 2.077548  -0.0013
C6 1.164751 -2.525369 1.649622  -0.0034
C7 0.877582 -1.589848 0.668279  -0.0076
Se1 -0.988012 -1.323862 0.338060  -0.0002
C8 -1.379528 0.033243 1.626344  -0.0006
C9 -2.003947 -0.357399 2.790600  0.0004
C10 -2.375138 0.586508 3.736088  0.0005
C11 -2.105014 1.913716 3.410368  -0.0001
C12 -1.502335 2.356410 2.245100  0.0001
C13 -1.093106 1.380791 1.325293  -0.0016
O1 -0.456973 1.742943 0.229063  -0.0032
C14 -1.382505 3.886655 2.039321  -0.0001
C15 -0.643782 4.495145 3.236249  0.0000
C16 -0.687512 4.366860 0.764883  0.0005
C17 -2.800896 4.463854 2.024887  0.0000
C18 -3.069859 0.254197 5.056154  -0.0001
C19 -3.195272 -1.257620 5.275369  0.0000
C20 -4.481622 0.876196 5.067393  0.0000
C21 -2.262594 0.817256 6.230255  0.0000
C22 1.866869 -0.846425 -0.000019  -0.0027
O2 1.604471 -0.100436 -1.065780  0.0695
C23 3.178360 -0.946441 0.542018  -0.0194
C24 3.408240 -1.893891 1.520234  0.0020
C25 4.338696 0.047642 0.288000  0.0051
C26 4.678283 0.729525 1.627135  0.0006
C27 5.597533 -0.676386 -0.194396  0.0012
C28 4.030808 1.168081 -0.709973  -0.0079
H1 1.952532 -5.451593 4.199935  0.0000
H2 0.786602 -4.150722 3.869848  0.0000
H3 1.295336 -5.238250 2.552301  0.0001
H4 4.242026 -5.378101 3.465141  0.0000
H5 3.747052 -5.176316 1.755096  0.0001
H6 4.906013 -4.067114 2.517186  0.0000
H7 3.405675 -3.760080 5.242268  0.0000
H8 3.996253 -2.360098 4.331373  0.0001
H9 2.313888 -2.429315 4.785756  0.0000
H10 0.344497 -3.055278 2.114645  0.0005
H11 -2.219003 -1.419676 2.932313  -0.0003
H12 -2.446871 2.690523 4.090353  -0.0001
H13 0.339702 4.037498 3.343886  0.0000
H14 -0.498211 5.565083 3.055345  0.0000
H15 -1.194792 4.392512 4.162224  0.0000
H16 0.334198 4.004465 0.685853  0.0000
H17 -1.205432 4.014148 -0.138420  -0.0001
H18 -0.672888 5.464907 0.747901  0.0000
H19 -3.312896 4.254182 2.973800  0.0000
H20 -2.735137 5.554202 1.903726  0.0000
H21 -3.375831 4.053747 1.197960  0.0000
H22 -3.754510 -1.767110 4.470552  0.0000
H23 -2.227091 -1.749581 5.331796  0.0000
H24 -3.712289 -1.442914 6.218708  0.0000
H25 -5.076552 0.462310 4.247862  0.0000
H26 -4.996165 0.650359 6.010245  0.0000
H27 -4.422363 1.956410 4.947855  0.0000
H28 -1.265134 0.395027 6.225596  0.0000
H29 -2.173734 1.909397 6.195236  0.0000
H30 -2.742977 0.571829 7.194654  0.0000
H31 4.441337 -1.960891 1.847154  0.0002
H32 4.972268 0.008899 2.390080  -0.0003
H33 5.499706 1.433254 1.484666  0.0002
H34 3.798755 1.278989 2.004665  -0.0002
H35 5.990407 -1.404184 0.521409  -0.0003
H36 5.438506 -1.223489 -1.134882  -0.0003
H37 6.394001 0.064856 -0.357705  -0.0001
H38 3.140710 1.726533 -0.397260  -0.0002
H39 4.897519 1.829556 -0.768458  0.0023
H40 3.877854 0.769020 -1.700571  0.0227
Cl1 3.814721 1.613094 -4.396251  0.1334
Ge1 2.859468 -0.363887 -3.988228  0.4624
Cl2 2.134239 -0.788981 -5.986807  0.0633
Cl3 4.627263 -1.616404 -3.838326  0.1224
C29 -0.452312 4.232780 -7.721301  0.0000
C30 -1.605850 4.317145 -6.759669  0.0003
C31 -2.896103 4.580941 -7.199295  0.0000
C32 -3.940809 4.663117 -6.294091  0.0000
Cl4 -5.533926 5.048035 -6.910418  0.0000
C33 -3.742372 4.490099 -4.933873  -0.0001
C34 -2.455200 4.246765 -4.478185  -0.0001
C35 -1.406148 4.168028 -5.390100  -0.0004
O3 -0.117348 4.013755 -4.919630  -0.0003
C36 0.406505 2.703712 -5.006693  0.0115
C37 0.356234 1.971015 -3.698767  0.0226
O4 0.064440 2.527804 -2.615290  0.0101
O5 0.593069 0.705162 -3.730678  0.0328
H41 -0.588570 4.894713 -8.581461  0.0000
H42 -0.302491 3.235957 -8.131569  0.0000
H43 0.491680 4.476101 -7.241685  -0.0001
H44 -3.112331 4.731597 -8.251566  0.0000
H45 -4.578759 4.573763 -4.252329  0.0000
H46 -2.209381 4.147108 -3.428172  0.0002
H47 1.440969 2.738449 -5.344606  -0.0002
H48 -0.136706 2.100106 -5.745604  0.0008
N1 -3.183882 0.098033 -3.148468  0.0003
C38 -2.262619 0.415478 -2.512433  -0.0006
C39 -1.904063 -6.231673 0.744716  -0.0006
C40 -1.470045 -5.241959 -0.279483  0.0003
C41 -2.385360 -4.488521 -1.008742  0.0017
C42 -1.957421 -3.530162 -1.910421  0.0001
C43 -0.578914 -3.373559 -2.119190  0.0083
C44 0.344865 -4.105112 -1.392955  -0.0037
C45 -0.113558 -5.042801 -0.496338  0.0001
S1 0.028324 -2.024198 -3.098589  0.0512
C46 -0.803033 -2.364880 -4.648485  0.0075
O6 1.479284 -2.166761 -3.318271  0.0582
H49 -2.954510 -6.107884 1.002503  0.0000
H50 -1.316442 -6.141812 1.656580  0.0001
H51 -1.772428 -7.260937 0.398360  0.0000
H52 -3.446392 -4.647827 -0.847555  0.0004
H53 -2.663287 -2.899953 -2.455346  0.0001
H54 1.400281 -3.940223 -1.548849  0.0032
H55 0.616718 -5.598170 0.088472  0.0001
H56 -0.612356 -3.354905 -5.056452  -0.0035
H57 -0.454459 -1.597280 -5.333548  0.0027
H58 -1.859374 -2.182149 -4.451740  -0.0002

Forces on atoms 1 to 2 (eV/Å):
-0.298 0.266 -0.170
0.038 -0.211 0.087

---

# 2
ORCA calculation (ωB97M-V/def2-TZVPD) on C46H58F5N9O6P2ReTe as an isolated structure.

Values from the calculation:
DFT total energy	-4259.88228	Eh
total charge	+2
Kohn-Sham gap (alpha / beta)	5.25 / 5.59	eV
maximum force	0.66	eV/A
spin multiplicity	2
LUMO level (alpha / beta)	-0.2770 / -0.2642	Eh
ΔE to the lowest compared entry with this formula, charge and spin	0.0	kJ/mol
expectation value of S²	0.7633
E_HOMO (alpha / beta)	-12.783 / -12.782	eV

Last column: Mulliken spin population.
Cartesian coordinates (Å):
Re1 1.170792 -0.046250 0.842094  0.8227
N1 0.200497 -2.040625 1.064603  -0.0197
C1 1.125966 -2.960627 1.755057  0.0167
C2 2.141538 -2.187582 2.581257  0.0111
O1 2.873044 -2.684010 3.375894  0.0042
O2 2.163246 -0.854784 2.303696  0.0255
H1 -0.641455 -1.898159 1.618306  0.0080
H2 -0.163530 -2.446659 0.207629  -0.0063
H3 1.702221 -3.511208 1.011266  -0.0014
H4 0.605859 -3.677419 2.388714  0.0014
O3 -2.043340 -0.623054 0.427011  -0.0313
P1 -3.092183 -0.513197 -0.642034  0.0135
N2 -4.217968 -1.699984 -0.386362  -0.0008
C3 -5.316619 -1.895841 -1.354705  -0.0001
C4 -6.376136 -2.675610 -0.577026  -0.0001
C5 -6.172032 -2.198648 0.857402  -0.0001
C6 -4.654889 -2.100978 0.965482  0.0002
N3 -3.766605 0.988259 -0.662981  0.0000
C7 -4.304337 1.783002 -1.789645  -0.0004
C8 -5.162353 2.861839 -1.118609  0.0000
C9 -4.635619 2.933871 0.311617  0.0000
C10 -4.314051 1.479158 0.616006  -0.0020
N4 -2.438015 -0.756822 -2.142718  0.0061
C11 -3.079628 -0.551572 -3.463907  -0.0010
C12 -2.667007 -1.773136 -4.277389  0.0001
C13 -1.285711 -2.098957 -3.719692  -0.0002
C14 -1.476931 -1.871810 -2.224509  -0.0032
H5 -4.968298 -2.446027 -2.230570  0.0000
H6 -5.720278 -0.933681 -1.692758  0.0000
H7 -6.184153 -3.747293 -0.651942  0.0000
H8 -7.378945 -2.487185 -0.954815  0.0000
H9 -6.600732 -2.868362 1.600792  0.0000
H10 -6.620524 -1.211198 0.990988  0.0000
H11 -4.221871 -3.072689 1.226157  0.0000
H12 -4.339409 -1.372683 1.710975  0.0001
H13 -4.910291 1.189954 -2.471858  0.0000
H14 -3.486904 2.220379 -2.363207  0.0009
H15 -6.207747 2.548797 -1.109470  0.0000
H16 -5.104611 3.810350 -1.648600  0.0000
H17 -5.359926 3.352170 1.008120  0.0001
H18 -3.723386 3.532234 0.359100  -0.0001
H19 -5.223660 0.933131 0.899205  0.0000
H20 -3.576708 1.357122 1.410680  0.0010
H21 -2.700214 0.366418 -3.921523  -0.0002
H22 -4.159915 -0.465892 -3.388088  0.0000
H23 -2.673479 -1.578568 -5.347952  0.0000
H24 -3.349242 -2.602785 -4.078383  0.0000
H25 -0.542801 -1.402875 -4.117262  -0.0002
H26 -0.957814 -3.112646 -3.945314  0.0001
H27 -0.551229 -1.584911 -1.725536  0.0147
H28 -1.877686 -2.774111 -1.741425  -0.0007
C15 4.802551 -0.520854 0.341596  0.0048
C16 3.827186 -1.233456 -0.514807  0.0135
N5 2.501950 -1.288819 -0.362756  0.0460
C17 2.049752 -2.259911 -1.249289  0.0166
C18 3.089281 -2.747294 -1.950673  -0.0050
N6 4.206938 -2.089551 -1.484081  0.0042
C19 5.507258 -2.067751 -2.164837  -0.0002
N7 5.590877 -0.918561 -3.009857  0.0001
N8 6.095393 0.239950 -2.499966  0.0000
N9 5.846710 1.197703 -3.297818  0.0001
C20 5.135782 0.704003 -4.376812  0.0001
C21 4.630415 1.359353 -5.504214  0.0000
C22 3.935466 0.593149 -6.408422  0.0000
C23 3.751426 -0.792626 -6.212120  0.0000
C24 4.251295 -1.450485 -5.111457  0.0001
C25 4.951079 -0.662434 -4.193713  -0.0002
H29 4.330736 0.305334 0.852516  -0.0020
H30 5.641749 -0.139079 -0.236658  0.0007
H31 5.179177 -1.213972 1.099484  0.0014
H32 1.010591 -2.491569 -1.387708  -0.0076
H33 3.136965 -3.477996 -2.738607  -0.0002
H34 5.594313 -2.980652 -2.749644  -0.0003
H35 6.311303 -2.025994 -1.435940  0.0004
H36 4.794624 2.417750 -5.652328  0.0000
H37 3.529065 1.051280 -7.299464  0.0000
H38 3.210209 -1.356128 -6.960553  0.0000
H39 4.122353 -2.517744 -4.989872  0.0000
C26 4.122053 1.627683 3.114229  -0.0040
O4 3.729701 2.160563 1.829241  -0.0011
P2 2.345021 2.061666 1.057532  0.0177
O5 2.745291 2.794060 -0.284459  0.0008
C27 3.792132 2.317577 -1.155903  -0.0018
O6 1.358942 3.107751 1.699912  -0.0055
C28 1.640594 4.531506 1.736544  -0.0004
H40 5.181164 1.398855 3.036383  -0.0001
H41 3.556928 0.732404 3.362075  0.0011
H42 3.980694 2.393907 3.872109  -0.0010
H43 4.761109 2.430709 -0.674200  0.0002
H44 3.753405 2.933386 -2.048538  0.0000
H45 3.619864 1.274710 -1.424936  0.0045
H46 1.429632 4.960591 0.760925  0.0002
H47 2.679902 4.705387 2.009243  0.0005
H48 0.978113 4.945928 2.489799  -0.0003
F1 -0.983568 2.381541 0.464921  0.0063
C29 -0.544026 2.010212 -0.741038  0.0240
C30 0.406191 0.980129 -0.888156  0.1153
C31 0.780288 0.805685 -2.234521  -0.0653
F2 1.746366 -0.050287 -2.596225  -0.0143
C32 0.245660 1.500996 -3.300386  -0.0130
F3 0.660535 1.255095 -4.538720  -0.0001
C33 -0.712353 2.474941 -3.076321  0.0336
F4 -1.230807 3.150871 -4.079732  0.0032
C34 -1.095995 2.736648 -1.775492  -0.0157
F5 -1.971454 3.704853 -1.525387  -0.0011
Te1 -0.678718 0.742229 2.752796  -0.0066
C35 -0.108930 1.817058 4.488918  -0.0065
C36 -1.172385 1.967921 5.374703  -0.0005
C37 -0.977427 2.639518 6.572220  -0.0005
C38 0.270405 3.161505 6.882764  -0.0001
C39 1.324789 3.007487 5.995827  -0.0004
C40 1.137108 2.333248 4.795609  0.0018
C41 -0.814252 -1.064698 3.838217  0.0071
C42 0.114132 -1.358964 4.830824  0.0002
C43 0.010143 -2.555963 5.525411  0.0009
C44 -1.012112 -3.449509 5.232856  -0.0013
C45 -1.942519 -3.146061 4.248286  0.0007
C46 -1.850019 -1.947479 3.550867  -0.0040
H49 -2.152692 1.566347 5.144066  -0.0004
H50 -1.804186 2.757926 7.259613  0.0000
H51 0.420091 3.686406 7.816454  0.0000
H52 2.300537 3.409078 6.237639  0.0001
H53 1.960522 2.216455 4.115136  -0.0046
H54 0.915635 -0.669329 5.065094  -0.0018
H55 0.734427 -2.791540 6.293532  0.0001
H56 -1.088573 -4.378811 5.781392  0.0000
H57 -2.750633 -3.832621 4.030706  0.0001
H58 -2.580105 -1.700059 2.792401  0.0008

Forces on atoms 1 to 2 (eV/Å):
-0.588 -0.307 0.005
0.076 0.033 0.224